[1]
{"formula": "C28H27AlBr3Cl4F2NO7", "method": "ωB97M-V with the def2-TZVPD basis set", "fmax_ev_per_a": 3.3, "e_tot_ev": -317534.5653, "lumo_energy_ev": -5.6, "homo_ev": -7.88, "orbital_gap_ha": 0.084, "species": ["C", "C", "C", "C", "C", "C", "C", "C", "F", "C", "O", "C", "C", "C", "C", "O", "O", "C", "C", "C", "C", "O", "O", "C", "C", "C", "O", "H", "H", "H", "H", "H", "H", "H", "H", "H", "H", "H", "H", "Al", "C", "C", "O", "C", "C", "H", "H", "H", "H", "H", "H", "H", "H", "H", "H", "F", "C", "Br", "Br", "Br", "H", "C", "Cl", "Cl", "Cl", "H", "Cl", "C", "C", "N", "H", "H", "H"], "positions_angstrom": [[4.380, -0.856, 1.151], [4.330, -0.239, -0.032], [2.983, 0.258, -0.468], [2.509, -0.014, -1.736], [1.247, 0.429, -2.088], [0.510, 1.136, -1.173], [0.994, 1.427, 0.094], [2.245, 0.988, 0.444], [2.678, 1.298, 1.653], [0.109, 2.199, 1.050], [0.504, 3.079, 1.768], [-1.339, 1.768, 0.992], [-2.114, 1.642, 2.092], [-3.420, 1.199, 1.888], [-4.333, 1.024, 3.067], [-5.530, 1.511, 3.087], [-3.897, 0.385, 3.959], [-3.923, 0.891, 0.627], [-5.356, 0.368, 0.456], [-5.490, -0.565, -0.770], [-6.549, -1.664, -0.605], [-6.305, -2.782, -0.963], [-7.759, -1.371, -0.043], [-3.102, 1.053, -0.472], [-1.811, 1.479, -0.297], [-0.879, 1.619, -1.442], [-1.211, 2.115, -2.524], [3.542, -1.474, 1.473], [5.197, -0.738, 1.860], [5.201, -0.133, -0.674], [3.095, -0.593, -2.434], [0.788, 0.222, -3.086], [-1.741, 1.842, 3.090], [-5.653, -0.161, 1.366], [-5.970, 1.331, 0.364], [-4.564, -1.082, -1.013], [-5.779, 0.058, -1.629], [-7.832, -0.407, -0.080], [-3.424, 0.826, -1.485], [-6.345, 2.648, 1.563], [-2.675, 1.260, 7.780], [-1.977, 0.559, 6.623], [-0.742, 1.158, 6.265], [0.254, 1.178, 7.266], [0.674, -0.205, 7.737], [-2.789, 2.326, 7.571], [-3.662, 0.825, 7.944], [-2.112, 1.168, 8.711], [-2.607, 0.617, 5.742], [-1.839, -0.505, 6.835], [-0.066, 1.798, 8.113], [1.116, 1.679, 6.822], [-0.138, -0.718, 8.255], [1.516, -0.131, 8.427], [0.966, -0.825, 6.889], [-1.854, -0.500, 3.789], [1.901, -3.208, -4.991], [1.221, -1.637, -4.088], [1.456, -4.819, -4.033], [1.334, -3.284, -6.831], [2.980, -3.128, -4.996], [4.004, -0.207, -8.090], [2.694, -0.987, -8.976], [3.590, -0.052, -6.379], [5.509, -1.107, -8.284], [4.144, 0.786, -8.496], [-1.679, 4.173, -1.801], [9.124, -2.600, -9.747], [8.140, -3.273, -8.913], [7.363, -3.802, -8.256], [9.130, -3.009, -10.757], [8.914, -1.534, -9.824], [10.128, -2.711, -9.340]]}


[2]
{"formula": "C28H27AsBN4O2S5Tc", "method": "ωB97M-V with the def2-TZVPD basis set", "fmax_ev_per_a": 0.7, "e_tot_ev": -157408.4215, "charge": 2, "lumo_energy_ev": [-8.4, -8.4], "homo_ev": [-13.73, -13.73], "e_above_lowest_ev": 0.0488, "orbital_gap_ha": [0.197, 0.197], "species": ["Tc", "C", "C", "C", "C", "C", "C", "C", "C", "C", "C", "N", "C", "C", "C", "C", "C", "N", "H", "H", "H", "H", "H", "H", "H", "H", "H", "H", "H", "H", "H", "H", "H", "H", "H", "S", "As", "S", "S", "S", "N", "C", "N", "C", "C", "C", "C", "C", "C", "S", "H", "H", "H", "H", "H", "H", "O", "B", "O", "C", "C", "C", "C", "C", "C", "H", "H", "H", "H"], "positions_angstrom": [[-0.758, -0.671, 0.039], [3.614, 1.004, 0.411], [2.976, -0.213, 1.080], [2.968, -1.432, 0.192], [3.985, -2.374, 0.302], [4.042, -3.474, -0.542], [3.078, -3.645, -1.520], [2.050, -2.721, -1.681], [1.011, -2.960, -2.750], [1.549, -2.701, -4.159], [2.018, -1.626, -0.817], [0.957, -0.664, -0.953], [1.030, 0.158, -2.029], [-0.089, 0.870, -2.329], [-0.487, 1.781, -3.332], [-1.810, 2.055, -3.092], [-2.205, 1.305, -1.952], [-1.189, 0.596, -1.487], [3.640, 1.851, 1.095], [3.055, 1.309, -0.473], [4.634, 0.782, 0.102], [1.957, 0.029, 1.406], [3.525, -0.454, 1.996], [4.748, -2.233, 1.057], [4.838, -4.195, -0.437], [3.116, -4.508, -2.170], [0.122, -2.343, -2.582], [0.683, -4.001, -2.680], [1.908, -1.678, -4.267], [0.776, -2.871, -4.906], [2.383, -3.363, -4.381], [1.944, 0.196, -2.608], [0.129, 2.158, -4.127], [-2.449, 2.716, -3.652], [-3.167, 1.301, -1.466], [1.180, -4.834, 3.247], [2.121, -3.088, 3.420], [-0.972, -1.755, 2.214], [-0.125, -2.815, 0.741], [0.458, -1.374, 3.631], [-2.976, -2.909, -1.139], [-3.538, -1.902, -0.468], [-2.870, -0.903, 0.092], [-3.753, 0.013, 0.705], [-3.409, 1.175, 1.382], [-4.419, 1.964, 1.905], [-5.759, 1.606, 1.767], [-6.112, 0.449, 1.095], [-5.096, -0.333, 0.570], [-5.256, -1.824, -0.317], [-1.981, -3.071, -1.110], [-3.551, -3.626, -1.552], [-2.377, 1.469, 1.517], [-4.160, 2.869, 2.433], [-6.529, 2.234, 2.187], [-7.147, 0.163, 0.985], [0.437, 2.179, 0.297], [-0.063, 1.107, 1.000], [-0.094, 1.334, 2.353], [0.448, 2.603, 2.513], [0.664, 3.302, 3.678], [1.233, 4.563, 3.529], [1.558, 5.078, 2.273], [1.330, 4.359, 1.105], [0.769, 3.113, 1.268], [0.407, 2.897, 4.644], [1.427, 5.158, 4.408], [1.998, 6.062, 2.207], [1.577, 4.752, 0.131]]}


Repeat the first record exactly.
{"formula": "C28H27AlBr3Cl4F2NO7", "method": "ωB97M-V with the def2-TZVPD basis set", "fmax_ev_per_a": 3.3, "e_tot_ev": -317534.5653, "lumo_energy_ev": -5.6, "homo_ev": -7.88, "orbital_gap_ha": 0.084, "species": ["C", "C", "C", "C", "C", "C", "C", "C", "F", "C", "O", "C", "C", "C", "C", "O", "O", "C", "C", "C", "C", "O", "O", "C", "C", "C", "O", "H", "H", "H", "H", "H", "H", "H", "H", "H", "H", "H", "H", "Al", "C", "C", "O", "C", "C", "H", "H", "H", "H", "H", "H", "H", "H", "H", "H", "F", "C", "Br", "Br", "Br", "H", "C", "Cl", "Cl", "Cl", "H", "Cl", "C", "C", "N", "H", "H", "H"], "positions_angstrom": [[4.380, -0.856, 1.151], [4.330, -0.239, -0.032], [2.983, 0.258, -0.468], [2.509, -0.014, -1.736], [1.247, 0.429, -2.088], [0.510, 1.136, -1.173], [0.994, 1.427, 0.094], [2.245, 0.988, 0.444], [2.678, 1.298, 1.653], [0.109, 2.199, 1.050], [0.504, 3.079, 1.768], [-1.339, 1.768, 0.992], [-2.114, 1.642, 2.092], [-3.420, 1.199, 1.888], [-4.333, 1.024, 3.067], [-5.530, 1.511, 3.087], [-3.897, 0.385, 3.959], [-3.923, 0.891, 0.627], [-5.356, 0.368, 0.456], [-5.490, -0.565, -0.770], [-6.549, -1.664, -0.605], [-6.305, -2.782, -0.963], [-7.759, -1.371, -0.043], [-3.102, 1.053, -0.472], [-1.811, 1.479, -0.297], [-0.879, 1.619, -1.442], [-1.211, 2.115, -2.524], [3.542, -1.474, 1.473], [5.197, -0.738, 1.860], [5.201, -0.133, -0.674], [3.095, -0.593, -2.434], [0.788, 0.222, -3.086], [-1.741, 1.842, 3.090], [-5.653, -0.161, 1.366], [-5.970, 1.331, 0.364], [-4.564, -1.082, -1.013], [-5.779, 0.058, -1.629], [-7.832, -0.407, -0.080], [-3.424, 0.826, -1.485], [-6.345, 2.648, 1.563], [-2.675, 1.260, 7.780], [-1.977, 0.559, 6.623], [-0.742, 1.158, 6.265], [0.254, 1.178, 7.266], [0.674, -0.205, 7.737], [-2.789, 2.326, 7.571], [-3.662, 0.825, 7.944], [-2.112, 1.168, 8.711], [-2.607, 0.617, 5.742], [-1.839, -0.505, 6.835], [-0.066, 1.798, 8.113], [1.116, 1.679, 6.822], [-0.138, -0.718, 8.255], [1.516, -0.131, 8.427], [0.966, -0.825, 6.889], [-1.854, -0.500, 3.789], [1.901, -3.208, -4.991], [1.221, -1.637, -4.088], [1.456, -4.819, -4.033], [1.334, -3.284, -6.831], [2.980, -3.128, -4.996], [4.004, -0.207, -8.090], [2.694, -0.987, -8.976], [3.590, -0.052, -6.379], [5.509, -1.107, -8.284], [4.144, 0.786, -8.496], [-1.679, 4.173, -1.801], [9.124, -2.600, -9.747], [8.140, -3.273, -8.913], [7.363, -3.802, -8.256], [9.130, -3.009, -10.757], [8.914, -1.534, -9.824], [10.128, -2.711, -9.340]]}